[1]
Here is a molecular structure, C25H48BCrNP2 at a distorted geometry from OMol25. Energies are from wB97M-V/def2-TZVPD.

Element x y z (Å)
Cr: -0.78 -0.46 -1.30
C: -2.14 1.61 0.45
C: -2.53 0.70 -0.60
C: -2.19 -0.49 1.39
C: -1.99 0.88 1.65
C: -2.55 -0.66 0.01
C: -2.14 3.09 0.35
H: -1.93 3.42 -0.68
H: -1.38 3.55 1.00
H: -3.13 3.50 0.64
C: -1.94 1.49 3.01
H: -1.72 2.56 2.95
H: -1.17 1.02 3.63
H: -2.91 1.38 3.53
C: -2.36 -1.54 2.42
H: -3.38 -1.52 2.84
H: -1.65 -1.41 3.25
H: -2.19 -2.53 1.98
C: -3.28 -1.82 -0.57
H: -4.25 -1.51 -0.97
H: -3.47 -2.58 0.19
H: -2.70 -2.28 -1.39
C: -3.37 1.12 -1.76
H: -4.38 1.42 -1.42
H: -3.47 0.31 -2.49
H: -2.94 1.99 -2.28
C: 1.17 0.38 -1.51
C: 0.11 1.27 -1.87
C: -0.20 1.67 -3.30
C: -0.97 0.57 -4.08
C: -1.24 -0.69 -3.26
C: -0.17 -1.59 -2.90
C: 1.24 -1.34 -3.39
C: 2.01 -0.29 -2.56
H: 0.74 1.93 -3.84
H: -0.41 0.32 -5.00
H: -0.80 2.59 -3.31
H: 2.44 0.46 -3.24
H: 1.75 0.64 -0.59
H: -0.15 2.04 -1.11
H: 2.87 -0.78 -2.09
H: 1.78 -2.29 -3.34
H: -0.42 -2.65 -2.75
H: 1.28 -1.03 -4.45
H: -1.93 1.00 -4.42
H: -2.24 -1.13 -3.43
P: 2.15 2.61 0.92
C: 1.74 3.24 2.59
H: 2.57 3.82 3.00
H: 1.49 2.39 3.24
H: 0.85 3.88 2.50
C: 3.63 1.57 1.23
H: 4.39 2.16 1.77
H: 4.02 1.24 0.27
H: 3.34 0.69 1.81
C: 2.90 4.02 0.05
H: 3.15 3.68 -0.97
H: 3.79 4.37 0.57
H: 2.15 4.82 -0.03
P: 0.97 -2.94 0.26
C: 0.08 -4.43 -0.33
H: 0.78 -5.19 -0.68
H: -0.58 -4.13 -1.15
H: -0.54 -4.83 0.49
C: 2.62 -3.16 -0.53
H: 2.52 -3.13 -1.62
H: 3.07 -4.11 -0.22
H: 3.26 -2.33 -0.22
C: 1.38 -3.49 1.98
H: 2.04 -4.37 1.93
H: 0.44 -3.74 2.49
H: 1.87 -2.67 2.52
B: 0.76 -0.40 4.31
C: 0.98 -0.34 2.77
N: 1.13 -0.32 1.61
H: 1.66 -1.05 4.82
H: -0.31 -0.94 4.54
H: 0.76 0.75 4.74

Results
* max |F|: 3.0 eV/A
* total charge: +1
* M: 487.42 g/mol
* Kohn-Sham gap (spin up / spin down): 7.5 / 4.1 eV
* HOMO (spin up / spin down): -10.51 / -10.65 eV
* LUMO energy (spin up / spin down): -3.0 / -6.5 eV
* multiplicity: 4
* E_tot: -75856.426 eV
* energy relative to the best compared isomer or geometry (same formula, charge and spin): 117.44 kcal/mol
* expectation value of S²: 3.91

And the Löwdin charges, in e, turn out to be:
1 Cr 0.654
2 C -0.208
3 C -0.256
4 C -0.151
5 C -0.173
6 C -0.297
7 C -0.034
8 H 0.080
9 H 0.071
10 H 0.110
11 C -0.002
12 H 0.076
13 H 0.039
14 H 0.115
15 C 0.001
16 H 0.122
17 H 0.050
18 H 0.084
19 C -0.025
20 H 0.103
21 H 0.091
22 H 0.074
23 C -0.007
24 H 0.122
25 H 0.076
26 H 0.091
27 C -0.235
28 C -0.255
29 C -0.158
30 C -0.162
31 C -0.240
32 C -0.215
33 C -0.165
34 C -0.183
35 H 0.118
36 H 0.116
37 H 0.109
38 H 0.118
39 H 0.029
40 H 0.084
41 H 0.097
42 H 0.097
43 H 0.105
44 H 0.120
45 H 0.112
46 H 0.118
47 P 1.033
48 C -0.203
49 H 0.076
50 H 0.031
51 H 0.048
52 C -0.225
53 H 0.071
54 H 0.057
55 H 0.032
56 C -0.224
57 H 0.059
58 H 0.072
59 H 0.057
60 P 0.818
61 C -0.289
62 H 0.046
63 H 0.006
64 H 0.042
65 C -0.276
66 H 0.019
67 H 0.049
68 H 0.037
69 C -0.266
70 H 0.052
71 H 0.046
72 H 0.018
73 B -0.437
74 C -0.295
75 N 0.076
76 H 0.023
77 H 0.017
78 H 0.014

=====

[2]
Here is a molecular structure, C4H8N2O at a distorted geometry from OMol25. Energies are from wB97M-V/def2-TZVPD.

Element x y z (Å)
C: -0.79 -1.40 0.98
C: 0.29 -0.36 1.07
C: -0.20 0.58 -2.37
C: 1.56 -0.13 1.13
N: -1.66 -0.42 0.96
N: -0.75 0.62 1.01
O: 2.16 0.94 1.58
H: -1.03 -2.32 1.49
H: -0.43 0.44 -3.42
H: 0.90 0.52 -2.16
H: -0.59 1.56 -2.14
H: 2.31 -1.03 1.00
H: -2.65 -0.50 0.94
H: -0.76 -0.15 -1.75
H: 1.62 1.66 1.69

Results
* max |F|: 5.2 eV/A
* total charge: 0
* M: 100.12 g/mol
* Kohn-Sham gap: 7.8 eV
* HOMO: -7.54 eV
* LUMO energy: 0.3 eV
* E_tot: -9300.346 eV
* energy relative to the best compared isomer or geometry (same formula, charge and spin): 139.46 kcal/mol

And the Löwdin charges, in e, turn out to be:
1 C -0.083
2 C -0.313
3 C -0.058
4 C -0.162
5 N -0.028
6 N 0.024
7 O 0.109
8 H 0.087
9 H 0.002
10 H 0.033
11 H 0.005
12 H 0.173
13 H 0.146
14 H 0.001
15 H 0.064

=====

[3]
Here is 2 unconnected molecules or ions with the total composition CH5PS2 at a distorted geometry from OMol25. Energies are from wB97M-V/def2-TZVPD.

Element x y z (Å)
C: -1.65 -0.41 0.36
P: 2.38 1.12 -0.36
S: -0.56 -1.63 -0.39
S: 2.56 -0.67 0.54
H: -2.35 -0.91 0.84
H: -2.16 0.21 -0.55
H: -1.02 0.19 0.95
H: 1.72 0.61 -1.68
H: 1.08 1.48 0.27

Results
* max |F|: 6.3 eV/A
* total charge: 0
* M: 112.16 g/mol
* Kohn-Sham gap (spin up / spin down): 7.1 / 7.0 eV
* HOMO (spin up / spin down): -9.24 / -8.89 eV
* LUMO energy (spin up / spin down): -2.2 / -1.9 eV
* E_tot: -32074.084 eV
* energy relative to the best compared isomer or geometry (same formula, charge and spin): 91.62 kcal/mol

And the Löwdin charges, in e, turn out to be:
1 C -0.535
2 P 0.233
3 S 0.495
4 S 0.014
5 H -0.064
6 H 0.099
7 H -0.011
8 H -0.084
9 H -0.147

=====

[4]
Here is 2 unconnected molecules or ions with the total composition C4H11N3O2 at a distorted geometry from OMol25. Energies are from wB97M-V/def2-TZVPD.

Element x y z (Å)
C: -2.61 1.72 2.21
C: -1.35 1.11 1.65
O: -1.18 -0.08 1.55
O: -0.41 2.01 1.20
H: -3.38 1.05 1.92
H: -2.72 2.76 1.90
H: -2.42 1.78 3.26
C: 0.71 -2.59 -0.20
C: 1.43 -0.55 -1.59
N: 0.52 -1.26 -0.75
N: 1.36 -0.89 -2.92
N: 1.59 0.63 -1.07
H: -0.12 -0.69 -0.26
H: -0.04 -3.32 -0.49
H: 1.08 -2.52 0.84
H: 0.72 -1.64 -3.19
H: 2.19 -0.87 -3.48
H: 0.06 1.61 0.36
H: 2.09 1.40 -1.44
H: 1.57 -3.12 -0.63

Results
* max |F|: 5.0 eV/A
* total charge: 0
* M: 133.15 g/mol
* Kohn-Sham gap: 9.1 eV
* HOMO: -8.36 eV
* LUMO energy: 0.7 eV
* E_tot: -12890.706 eV
* energy relative to the best compared isomer or geometry (same formula, charge and spin): 48.98 kcal/mol
* structure (SMILES): [H]/N=C(\N)NC.CC(=O)O

And the Löwdin charges, in e, turn out to be:
1 C 0.018
2 C -0.552
3 O 0.079
4 O 0.034
5 H 0.084
6 H 0.087
7 H 0.080
8 C -0.118
9 C -0.494
10 N -0.058
11 N 0.123
12 N 0.100
13 H 0.054
14 H 0.070
15 H 0.087
16 H 0.102
17 H 0.080
18 H 0.126
19 H 0.029
20 H 0.070